(1)
A structure of composition C19H25O4RuSi2. Source: the OMol25 dataset; level of theory: ωB97M-V/def2-TZVPD.

```
51
Properties=species:S:1:pos:R:3:lowdin_spin:R:1
Ru 1.761 0.403 0.188 1.27
C -2.632 -5.036 0.547 0.00
O -2.347 -4.756 1.888 0.03
C -1.477 -3.688 2.127 0.11
C -1.268 -3.342 3.448 0.02
C -0.407 -2.287 3.746 0.15
C 0.274 -1.525 2.751 0.04
C 1.142 -0.466 3.115 0.26
C 1.292 -0.125 4.579 0.04
O 1.891 0.236 2.314 0.24
C 0.035 -1.912 1.373 0.05
O 0.563 -1.295 0.352 0.09
C -0.830 -2.984 1.106 0.03
H -3.344 -5.863 0.545 0.00
H -1.738 -5.334 -0.013 0.00
H -3.079 -4.176 0.034 0.00
H -1.771 -3.894 4.233 0.00
H -0.250 -2.042 4.788 0.02
H 0.327 0.069 5.064 0.01
H 1.915 0.766 4.654 0.00
H 1.769 -0.935 5.152 0.01
H -0.975 -3.213 0.059 0.00
C 0.653 -1.194 -2.886 0.02
Si 1.513 0.354 -2.159 0.04
C 3.109 0.512 -3.204 0.01
C 0.405 1.790 -2.766 0.43
C 0.057 2.132 -4.070 0.06
C -0.606 3.302 -4.375 0.39
C -0.905 4.283 -3.272 0.36
C -0.662 3.926 -1.971 0.06
C -0.147 2.668 -1.634 0.46
Si 0.031 1.908 0.084 0.05
C -1.617 1.085 0.544 0.02
C 0.245 3.359 1.286 0.00
H 0.468 -1.105 -3.962 0.00
H -0.294 -1.362 -2.369 0.00
H 1.277 -2.076 -2.709 0.00
H 2.905 0.606 -4.277 0.00
H 3.747 -0.365 -3.053 0.00
H 3.661 1.390 -2.864 0.00
H 0.366 1.480 -4.885 -0.01
H -0.833 3.572 -5.399 0.03
H -1.361 5.235 -3.518 0.02
H -0.937 4.616 -1.176 -0.01
H -2.442 1.805 0.555 0.00
H -1.530 0.626 1.533 0.00
H -1.849 0.284 -0.161 0.00
H -0.588 4.071 1.252 0.00
H 1.178 3.876 1.058 0.00
H 0.322 2.961 2.301 0.00
O 2.985 1.661 0.045 0.68
```

Properties
Gap between HOMO and LUMO (alpha / beta), eV: 3.52 / 4.78
E_LUMO (alpha / beta), eV: 4.98 / 3.37
2S+1: 6
Net charge: -2
Calculated total energy, eV: -46632.730

---

(2)
A structure of composition C19H26As2F5N2V in a non-equilibrium geometry. Source: the OMol25 dataset; level of theory: ωB97M-V/def2-TZVPD.

```
55
Properties=species:S:1:pos:R:3:lowdin_spin:R:1
V 1.087 -0.208 0.393 2.81
C -0.107 1.722 -2.923 0.00
As -0.031 -0.027 -2.049 0.02
C 0.550 -1.125 -3.542 0.00
C -1.891 -0.568 -1.957 0.00
C -2.560 -0.937 -3.142 0.00
C -3.816 -1.454 -3.132 0.00
C -4.477 -1.601 -1.903 0.00
C -3.882 -1.214 -0.728 0.00
C -2.534 -0.739 -0.720 0.00
As -1.626 -0.213 0.891 0.01
C -2.025 1.748 0.904 0.01
C -2.701 -0.930 2.300 0.00
H -0.229 1.542 -3.946 0.00
H 0.713 2.427 -2.760 0.00
H -0.993 2.208 -2.465 0.00
H -0.319 -1.392 -4.119 0.00
H 1.093 -1.945 -3.120 0.00
H 1.277 -0.498 -4.051 0.00
H -2.101 -0.740 -4.127 0.00
H -4.245 -1.703 -4.063 0.00
H -5.445 -1.981 -1.853 0.00
H -4.468 -1.133 0.170 0.00
H -3.139 1.837 0.820 0.00
H -1.590 2.078 0.003 0.00
H -1.552 2.223 1.791 0.00
H -3.739 -0.454 2.330 0.00
H -2.238 -0.571 3.200 0.00
H -2.828 -1.981 2.308 0.00
N 1.801 -0.269 2.472 0.02
C 2.489 -1.407 3.090 0.00
C 1.878 -2.766 2.631 0.00
C 1.892 -3.041 1.153 0.01
N 0.970 -2.314 0.309 0.04
H 2.278 0.544 2.658 0.00
H 0.851 -0.175 2.923 0.01
H 2.305 -1.445 4.149 0.00
H 3.533 -1.388 2.931 0.00
H 0.892 -2.848 3.085 0.00
H 2.471 -3.556 3.040 0.00
H 1.593 -4.149 1.081 0.00
H 2.893 -2.866 0.859 0.00
H 0.000 -2.588 0.542 0.01
H 0.949 -2.710 -0.631 0.01
F 0.559 3.018 2.506 0.00
C 1.380 3.002 1.477 0.01
C 1.587 1.867 0.705 0.00
C 2.543 2.025 -0.251 0.02
F 2.940 0.897 -0.936 0.02
C 3.276 3.216 -0.577 0.00
F 4.245 3.367 -1.485 0.00
C 2.988 4.348 0.251 0.01
F 3.621 5.494 0.100 0.00
C 2.068 4.193 1.263 0.00
F 1.817 5.181 2.147 0.00
```

Properties
Gap between HOMO and LUMO (alpha / beta), eV: 8.24 / 8.59
E_LUMO (alpha / beta), eV: -2.61 / -2.65
2S+1: 4
Net charge: +1
Calculated total energy, eV: -184049.682